(1)
Formula: C3H7N3O
Source: the Open Molecules 2025 dataset
Level of theory: wB97M-V/def2-TZVPD

Each line ends with the Mulliken charge.
Geometry (Å):
C  0.595  -0.562  1.418  0.67
C  -0.577  0.276  -0.612  0.43
C  1.261  -0.921  2.496  -0.96
N  -0.136  -0.329  0.531  0.07
N  0.152  0.420  -1.688  0.07
N  -1.953  0.565  -0.825  -0.29
O  -0.496  0.605  -2.829  -0.36
H  1.244  -1.959  2.869  0.38
H  1.224  -0.106  3.378  0.38
H  2.431  -0.819  2.176  0.37
H  1.214  0.273  -1.609  0.31
H  -2.801  0.346  -0.262  0.28
H  -2.197  1.037  -1.630  0.24
H  0.040  1.176  -3.412  0.42

Output
Total charge: +2
Gap between HOMO and LUMO (eV): 8.883
Relative energy (zero: lowest compared OMol25 entry of this formula, charge and spin) (kcal per mole): 97.05
Highest occupied orbital energy (hartree): -0.71198

***

(2)
Formula: C3H6NOS
Source: the Open Molecules 2025 dataset
Level of theory: wB97M-V/def2-TZVPD

Each line ends with the Mulliken charge.
Geometry (Å):
C  0.037  0.023  -1.193  -0.33
C  -1.322  -0.634  -0.510  -0.73
S  -1.160  -1.404  1.043  -0.65
C  1.005  0.899  -0.474  0.48
N  0.797  1.313  0.827  -0.31
O  2.086  1.270  -0.856  -0.68
H  -0.468  0.573  -2.004  0.21
H  0.688  -0.809  -1.556  0.19
H  -1.561  -1.475  -1.172  0.21
H  -2.118  0.097  -0.518  0.26
H  1.361  2.046  1.294  0.23
H  0.073  0.950  1.382  0.11

Output
Total charge: -1
Gap between HOMO and LUMO (eV): 6.685
Relative energy (zero: lowest compared OMol25 entry of this formula, charge and spin) (kcal per mole): 24.43
Highest occupied orbital energy (hartree): -0.09460

***

(3)
Formula: C3H14NO4
Source: the Open Molecules 2025 dataset
Level of theory: wB97M-V/def2-TZVPD

Each line ends with the Mulliken charge.
Geometry (Å):
C  0.946  -0.396  -1.543  -0.77
N  -0.323  0.209  -2.066  -0.29
C  -0.774  1.399  -1.428  -0.51
C  -1.494  1.425  -0.039  -0.21
O  -1.076  2.648  0.530  -0.53
H  0.820  -1.040  -0.592  0.21
H  1.638  0.393  -1.350  0.32
H  1.246  -1.043  -2.392  0.25
H  -0.936  -0.526  -2.370  0.21
H  -1.528  1.942  -2.058  0.29
H  0.129  2.040  -1.275  0.26
H  -1.560  0.596  0.709  0.25
H  -2.624  1.705  -0.140  0.17
H  0.578  -2.193  2.598  0.13
H  0.590  -0.283  1.949  0.46
O  1.032  -1.777  1.922  -1.03
H  1.623  -2.218  0.566  0.48
H  0.533  -3.257  0.282  0.26
O  1.294  -3.020  -0.215  -0.79
H  -0.338  2.463  1.167  0.31
H  -0.105  0.339  3.280  0.22
O  0.328  0.596  2.464  -0.68

Output
Total charge: -1
Gap between HOMO and LUMO (eV): 8.430
Relative energy (zero: lowest compared OMol25 entry of this formula, charge and spin) (kcal per mole): 67.42
Highest occupied orbital energy (hartree): -0.16855

***

(4)
Formula: C36H42N4O13S2
Source: the Open Molecules 2025 dataset
Level of theory: wB97M-V/def2-TZVPD

Each line ends with the Mulliken charge.
Geometry (Å):
C  1.002  -4.459  0.127  -0.83
C  1.601  -4.214  -1.030  -0.68
C  0.924  -3.661  -2.253  -0.21
C  0.310  -2.263  -1.999  0.27
C  -0.587  -1.930  -3.186  -0.20
C  -2.016  -2.523  -3.121  -1.56
C  -2.487  -3.070  -1.783  1.07
C  -4.017  -3.221  -1.687  -1.48
C  -4.806  -1.923  -1.837  -0.63
N  -5.119  -1.274  -0.566  0.29
C  -6.281  -0.572  -0.407  -0.43
C  -6.304  -0.029  0.866  -0.60
C  -5.098  -0.436  1.483  -0.74
C  -4.376  -1.197  0.585  -0.24
O  -0.682  -0.517  -3.569  -0.49
S  -1.037  0.610  -2.477  0.19
O  -1.730  -0.029  -1.384  -0.23
O  0.478  0.964  -1.914  -0.48
C  1.079  -0.027  -1.091  -0.29
C  2.328  0.666  -0.475  -1.05
S  1.984  0.878  1.260  0.96
O  2.027  -0.420  1.877  -0.62
O  0.751  1.604  1.416  -0.63
C  1.516  -1.299  -1.837  -0.07
C  2.226  -0.987  -3.158  -1.02
C  3.690  -0.686  -2.962  0.16
O  4.465  -1.470  -2.521  -0.54
O  4.111  0.548  -3.290  -0.52
H  1.568  -4.911  0.925  0.31
H  -0.033  -4.176  0.271  0.20
H  2.655  -4.455  -1.119  0.38
H  1.611  -3.599  -3.096  0.51
H  0.172  -4.399  -2.559  0.18
H  -0.198  -2.255  -1.043  0.15
H  -0.093  -2.391  -4.039  0.71
H  -2.689  -1.746  -3.474  0.72
H  -2.098  -3.319  -3.860  0.24
H  -2.172  -2.480  -0.925  -0.29
H  -2.087  -4.073  -1.632  -0.06
H  -4.348  -3.966  -2.408  0.49
H  -4.224  -3.611  -0.691  0.55
H  -5.762  -2.164  -2.297  0.41
H  -4.331  -1.195  -2.493  0.26
H  -7.007  -0.478  -1.195  0.39
H  -7.089  0.589  1.262  0.43
H  -4.803  -0.162  2.482  0.45
H  -3.410  -1.654  0.681  0.30
H  0.455  -0.334  -0.253  0.63
H  3.224  0.055  -0.524  0.40
H  2.452  1.662  -0.895  0.39
H  3.014  1.599  1.774  0.19
H  2.235  -1.781  -1.177  1.21
H  2.116  -1.773  -3.899  0.52
H  1.772  -0.106  -3.611  0.45
H  3.357  1.112  -3.497  0.40
C  1.348  5.622  2.201  -0.64
C  0.366  4.676  1.931  0.02
C  -0.972  5.039  1.984  -0.73
C  -1.300  6.343  2.303  0.11
C  -0.336  7.295  2.581  -0.58
C  0.998  6.926  2.529  -0.36
N  -2.719  6.738  2.340  1.04
O  -3.549  5.883  2.113  -0.61
O  -2.974  7.899  2.595  -0.62
H  2.394  5.345  2.157  0.45
H  0.637  3.657  1.677  0.44
H  -1.742  4.310  1.776  0.56
H  -0.616  8.307  2.832  0.46
H  1.769  7.656  2.740  0.55
C  3.202  8.819  8.080  -0.40
C  4.533  9.176  7.915  -0.42
C  5.214  8.808  6.765  -0.40
C  4.541  8.088  5.796  0.03
C  3.217  7.718  5.945  -0.16
C  2.546  8.088  7.098  -0.52
N  5.253  7.713  4.563  1.01
O  6.418  8.031  4.462  -0.60
O  4.624  7.108  3.716  -0.60
H  2.673  9.112  8.977  0.38
H  5.043  9.744  8.681  0.37
H  6.249  9.083  6.629  0.44
H  2.712  7.150  5.177  0.48
H  1.510  7.808  7.230  0.40
C  0.019  -10.256  -4.365  -0.46
C  0.343  -9.031  -4.933  -0.57
C  -0.156  -7.860  -4.389  -0.23
C  -0.974  -7.939  -3.277  0.18
C  -1.314  -9.149  -2.700  -0.35
C  -0.811  -10.314  -3.253  -0.48
N  -1.490  -6.700  -2.682  1.06
O  -1.192  -5.645  -3.217  -0.53
O  -2.177  -6.787  -1.689  -0.62
H  0.415  -11.169  -4.790  0.39
H  0.989  -8.988  -5.799  0.37
H  0.092  -6.904  -4.825  0.42
H  -1.957  -9.186  -1.834  0.46
H  -1.064  -11.269  -2.814  0.38

Output
Gap between HOMO and LUMO (eV): 6.740
Highest occupied orbital energy (hartree): -0.28363